42
Properties=species:S:1:pos:R:3:forces:R:3:mulliken_charge:R:1 method="wB97M-V/def2-TZVPD" spin_multiplicity=1 total_charge=+1
Rh 0.49155 -1.16686 -0.12995 -0.2 0.2 -0.8 0.9068
C -1.43871 1.02511 2.95654 0.0 0.0 0.0 -1.7868
C -0.35004 0.63835 2.00062 0.2 0.1 0.0 1.4552
O -0.64857 -0.30567 1.22793 -0.3 -0.1 0.0 -0.4313
C 0.91208 1.32544 2.01556 0.1 -0.1 -0.2 0.0392
C 1.15968 2.28921 3.02365 0.0 0.0 0.0 -0.8710
C 2.33121 2.98897 3.07391 -0.1 0.0 0.1 -0.9196
C 3.31164 2.75348 2.09895 0.1 0.0 -0.1 -0.3716
C 3.11733 1.83288 1.10348 -0.1 0.0 0.1 -0.6805
C 1.91867 1.09083 1.03307 -0.2 0.1 0.2 0.7606
O 1.80154 0.26457 0.02935 0.1 -0.2 0.0 -0.6285
H -2.32688 0.43806 2.74401 0.0 0.0 0.0 0.3186
H -1.66944 2.08592 2.86758 0.0 0.0 0.0 0.4437
H -1.11877 0.83883 3.98257 0.0 0.0 0.0 0.4526
H 0.40808 2.47282 3.77770 0.0 0.0 0.0 0.3836
H 2.50130 3.71266 3.85751 0.0 0.0 0.0 0.4119
H 4.24313 3.30387 2.13446 0.0 0.0 0.0 0.4128
H 3.87316 1.64138 0.35494 0.0 0.0 0.0 0.4969
Cl 1.60571 -2.65009 -1.76087 -0.1 0.0 0.0 -0.0838
C -0.04241 -3.18456 -1.45053 -0.1 0.2 0.2 1.3576
C -0.91103 -3.45379 -2.49647 0.0 0.1 0.0 -0.7883
C -2.22565 -3.72566 -2.18096 0.0 0.0 -0.1 -0.3127
C -2.68055 -3.69131 -0.85963 0.0 0.0 0.1 -0.7401
C -1.81253 -3.40750 0.16552 0.0 0.0 -0.1 -0.6504
C -0.44337 -3.18587 -0.09688 0.2 -0.3 0.3 0.2165
C 0.55249 -2.85085 0.94604 -0.1 -0.1 0.0 -0.9857
H -0.56459 -3.42629 -3.51901 0.0 0.0 0.0 0.4745
H -2.92353 -3.94421 -2.97810 0.0 0.0 0.0 0.3959
H -3.72388 -3.88182 -0.65063 0.0 0.0 0.0 0.4117
H -2.15543 -3.36803 1.19079 0.0 0.0 0.0 0.4184
H 1.49251 -3.39388 0.91178 0.0 0.1 0.0 0.3159
H 0.13262 -2.80129 1.94555 0.1 0.1 0.0 0.4013
C -1.81695 2.13974 -2.98823 0.0 -0.1 0.0 -1.0810
S -0.59822 1.56368 -1.81116 0.0 0.3 0.0 0.6021
C 0.86232 2.21637 -2.61312 0.0 0.0 0.0 -0.9985
O -0.53860 0.07106 -2.01093 0.2 -0.3 0.3 -0.4680
H -1.57535 1.73710 -3.97082 0.0 0.0 0.0 0.3379
H -1.81739 3.22852 -2.99951 0.0 0.0 0.0 0.4071
H -2.78637 1.77406 -2.65775 0.0 0.0 0.0 0.3598
H 0.83197 3.30475 -2.58766 0.0 0.0 0.0 0.4161
H 0.90575 1.84677 -3.63677 0.0 0.0 0.0 0.3617
H 1.71553 1.85326 -2.04254 0.0 0.0 0.0 0.2394

---

62
Properties=species:S:1:pos:R:3:forces:R:3:mulliken_charge:R:1 method="wB97M-V/def2-TZVPD" smiles="CCC[C@H](C)[C@H](C#N)[C@](F)(C#N)P(O)I.COP(=O)(OC)OC.COP(=O)(OC)OC" spin_multiplicity=1
C 3.86280 0.62915 -1.98169 -1.5 0.3 0.5 -1.1431
C 2.29891 1.10348 -2.12306 1.2 0.0 0.9 0.2727
C 2.34056 2.69400 -2.36818 -0.1 -0.6 -0.9 -0.9747
C 0.94456 3.35128 -2.82731 1.3 1.7 0.5 0.0882
C 1.15351 4.97353 -2.70103 0.1 -0.9 1.2 -1.3958
C -0.31651 3.00056 -1.88815 0.3 0.2 0.2 0.1747
C 0.08487 2.81754 -0.32529 0.4 -0.3 3.1 -0.2869
N 0.32080 2.73274 0.86090 -1.2 0.5 -6.7 -0.4764
C -1.24250 1.78865 -2.41011 -0.9 -1.3 0.0 0.6847
F -0.74472 0.46569 -2.08701 -0.1 2.1 -0.7 -0.0867
C -1.63147 1.87121 -3.95787 0.7 2.6 -3.4 -0.2796
N -1.79612 2.25189 -5.10223 0.8 -2.4 6.4 -0.4797
P -2.91350 1.95976 -1.43917 -0.6 0.6 1.9 0.2132
O -2.74126 1.21278 0.11640 1.3 0.0 -2.9 -0.4069
I -4.52600 0.66721 -2.76404 0.5 -0.3 0.2 -0.0765
H 4.37923 0.68991 -3.00063 -0.6 -0.2 1.6 0.3232
H 4.32693 1.35454 -1.21818 -0.4 -1.1 -1.3 0.2877
H 3.85260 -0.41215 -1.50771 0.4 1.4 -1.0 0.3450
H 1.75949 0.50471 -2.93706 0.8 1.1 0.9 -0.1524
H 1.79324 0.81514 -1.12007 0.7 0.7 -1.7 0.2180
H 2.80276 3.25871 -1.46973 -1.0 -1.0 -1.3 0.2597
H 3.08426 2.86248 -3.24783 -1.3 -0.2 1.4 0.4048
H 0.78562 3.15496 -3.94495 -0.3 -0.2 1.8 0.4252
H 1.27405 5.16488 -1.56061 -0.2 -0.1 -1.9 0.3157
H 2.14601 5.26830 -3.18892 -1.6 -0.3 0.5 0.3815
H 0.24486 5.56741 -3.06900 1.5 -0.8 0.3 0.3490
H -0.99740 3.94361 -1.89833 1.0 -1.7 0.1 0.6568
H -1.93766 0.63013 0.12561 -0.9 0.4 0.1 0.3473
C -0.17115 2.67537 4.11045 0.1 0.4 -0.7 -0.5684
O 0.55006 1.74272 4.91728 -3.4 0.9 0.4 -0.3086
P -0.37516 0.88604 6.09498 7.7 -5.4 3.4 1.1555
O 0.77833 0.96639 7.08822 -1.2 0.9 -0.5 -0.6185
O -0.24173 -0.48649 5.19397 -0.9 0.4 0.0 -0.3684
C -0.92746 -0.53737 3.95199 0.1 -0.1 -0.3 -0.7085
O -1.40258 0.08110 7.21532 -2.5 2.4 -1.7 -0.4738
C -0.86017 -1.00128 7.95692 0.5 -0.3 0.2 -0.5306
H 0.39945 3.60501 4.05343 -0.1 -0.1 0.0 0.2301
H -0.28388 2.27117 3.10396 -0.1 0.2 0.1 0.2132
H -1.15793 2.88948 4.52957 0.1 0.2 -0.2 0.3673
H -0.22236 -0.33569 3.14231 -0.1 0.1 0.0 0.2140
H -1.74510 0.18763 3.91317 -0.1 -0.1 -0.2 0.3474
H -1.33817 -1.53902 3.81657 0.0 0.1 0.1 0.3389
H -0.23628 -0.62571 8.77000 0.1 0.0 -0.2 0.2292
H -0.28481 -1.67745 7.32247 0.0 0.1 0.0 0.2819
H -1.69156 -1.55947 8.39346 -0.2 0.2 -0.2 0.2483
C -0.18733 -2.00222 -3.43689 0.2 0.3 -0.7 -0.3857
O 0.53619 -2.92882 -2.62717 -3.4 1.0 0.3 -0.3265
P -0.38692 -3.78173 -1.44428 7.6 -5.5 3.5 1.3605
O 0.76762 -3.69326 -0.45289 -1.2 1.0 -0.5 -0.6286
O -0.25175 -5.15849 -2.33793 -0.9 0.5 0.0 -0.3822
C -0.93898 -5.21742 -3.57882 0.1 -0.1 -0.3 -0.6647
O -1.41100 -4.58242 -0.31814 -2.5 2.4 -1.8 -0.5110
C -0.86518 -5.65984 0.42912 0.6 -0.3 0.3 -0.5678
H 0.38063 -1.07258 -3.49801 -0.1 -0.1 0.0 -0.2493
H -0.30054 -2.41134 -4.44357 -0.1 0.1 0.0 0.3258
H -1.17354 -1.78874 -3.01802 0.1 0.2 -0.2 0.4069
H -0.23554 -5.01866 -4.39040 -0.1 0.1 0.0 0.2147
H -1.75816 -4.49443 -3.62044 -0.1 -0.1 -0.2 0.3268
H -1.34775 -6.22053 -3.70831 0.0 0.1 0.1 0.2758
H -0.24102 -5.27842 1.23925 0.1 0.0 -0.2 0.2296
H -0.28928 -6.33838 -0.20221 0.0 0.1 0.0 0.2870
H -1.69484 -6.21719 0.86984 -0.2 0.2 -0.2 0.2511

---

19
Properties=species:S:1:pos:R:3:forces:R:3:mulliken_charge:R:1 method="wB97M-V/def2-TZVPD" smiles="C[C@@H](O)CNC=O.O" spin_multiplicity=1
C 1.95552 -0.02741 0.94869 0.2 -0.6 -0.5 -1.3497
C 1.05896 -0.10748 -0.29797 0.2 -0.3 0.6 0.4782
O 0.53123 -1.43657 -0.35137 -0.2 0.1 0.0 -0.5742
C -0.02688 0.95343 -0.23827 0.1 0.2 -0.8 -0.8168
N -0.86745 0.95526 -1.43932 0.4 0.0 0.4 -0.0756
C -2.04498 0.30764 -1.44587 -0.5 -0.3 -0.1 -0.1042
O -2.53538 -0.24498 -0.47843 0.1 -0.1 0.2 -0.5023
H 2.97951 0.21380 0.67082 0.0 0.4 0.1 0.3880
H 2.02064 -1.03849 1.34407 -0.1 0.0 0.2 0.3193
H 1.57446 0.63333 1.71775 0.0 0.1 0.1 0.3418
H 1.68585 0.02742 -1.18471 -0.1 0.2 -0.1 0.3525
H -0.24448 -1.45507 -0.92779 0.1 0.0 0.1 0.3444
H -0.68579 0.83229 0.61013 0.1 -0.1 0.3 0.2618
H 0.48166 1.91200 -0.16899 -0.1 0.2 0.1 0.3519
H -0.51045 1.38245 -2.27519 -0.1 -0.1 -0.1 0.2135
H -2.56746 0.26250 -2.41377 0.2 0.3 -0.1 0.3610
O -0.87865 -0.92427 2.35849 -0.1 -0.1 -0.3 -0.6500
H -0.31670 -1.50352 1.82367 0.0 0.1 0.1 0.3420
H -1.60961 -0.74233 1.74805 0.0 0.0 0.2 0.3187

---

125
Properties=species:S:1:pos:R:3:forces:R:3:mulliken_charge:R:1 method="wB97M-V/def2-TZVPD" spin_multiplicity=1 total_charge=+3
C 3.67074 0.87632 6.31074 -1.6 0.8 -1.6 -1.1424
C 2.80647 1.83161 5.34934 1.0 0.3 0.9 -0.8378
N 3.52548 3.09613 4.87519 1.1 1.3 -2.0 0.0036
C 2.61788 3.90076 3.82583 0.7 -0.9 1.5 -0.8206
C 3.90967 4.17409 5.98066 -0.4 -1.4 0.2 -0.4585
C 2.77263 4.68132 6.81186 -1.3 -1.1 0.1 -1.2523
C 4.93484 2.78229 4.21420 0.1 -0.2 -1.3 -0.7933
C 5.10272 1.63257 3.06113 -2.6 1.3 1.7 -0.4689
O 4.20710 1.87725 1.98347 1.5 1.0 0.0 -0.3670
C 3.93057 0.69678 1.22759 -1.7 0.1 1.5 -0.6938
H 4.31622 1.46272 6.96464 0.0 -0.4 0.0 0.2533
H 4.18580 0.11547 5.72428 0.5 0.4 0.1 0.3502
H 2.93063 0.29937 6.86525 0.1 0.3 0.4 0.4001
H 1.92030 2.20679 5.86123 0.1 -0.1 0.1 0.5996
H 2.45638 1.34376 4.43965 0.2 -0.1 0.0 0.5843
H 2.83459 3.63911 2.79013 0.1 -0.3 0.3 0.2811
H 2.83811 4.94778 4.03405 -0.2 -0.1 -0.3 0.3270
H 1.59880 3.64478 4.11575 0.0 0.2 -0.2 0.4390
H 4.34251 5.06434 5.52439 0.6 -0.7 -0.5 0.4454
H 4.57637 3.58425 6.60971 0.4 0.6 0.0 0.4925
H 1.97821 5.13453 6.21890 0.3 0.5 0.0 0.3211
H 3.12449 5.33120 7.61307 0.0 0.1 -0.3 0.4108
H 2.26072 3.84684 7.29113 0.1 -0.1 0.3 0.3303
H 5.60619 2.55088 5.04116 -0.1 -0.3 -0.1 0.4953
H 5.27779 3.73563 3.81220 -0.2 0.1 0.0 0.5202
H 4.70258 0.78738 3.62116 0.6 -0.8 -0.3 0.2999
H 6.12000 1.50048 2.69263 0.2 0.2 0.5 0.3952
H 3.68484 0.89435 0.18419 0.7 0.2 0.1 0.1583
H 2.98156 0.47208 1.71441 -0.4 -1.2 -0.6 0.3046
H 4.61608 -0.12021 1.45272 0.3 0.2 -0.5 0.4196
C -3.01932 1.13818 -4.40822 -0.8 1.3 -1.1 -1.1173
C -3.00886 2.61941 -4.92474 1.2 -0.4 -0.9 -0.7158
N -1.62698 3.31984 -4.92553 -1.6 -0.5 0.8 0.1086
C -1.90294 4.70509 -5.45372 1.4 0.1 0.3 -0.9796
C -1.18210 3.37426 -3.44143 0.9 1.5 0.2 -0.2398
C -2.16463 3.98783 -2.39247 -0.4 -1.3 -1.2 -1.1977
C -0.60356 2.55472 -5.85480 0.0 -1.3 3.7 -0.3759
C 0.81178 3.10925 -5.65181 1.9 0.1 -1.1 -1.0209
O 1.64049 3.00760 -4.46267 -1.5 2.1 0.1 -0.3753
C 1.93374 1.72731 -3.97765 -1.3 0.7 0.5 -0.2769
H -4.07592 0.87271 -4.44327 -0.2 0.1 0.6 0.4315
H -2.60979 1.05107 -3.40185 -0.1 -0.1 -0.1 0.1703
H -2.62675 0.40330 -5.11102 0.7 0.3 0.1 0.4126
H -3.69428 3.27895 -4.39249 0.3 -0.3 0.4 0.4828
H -3.24584 2.79504 -5.97407 -0.6 -0.9 -0.1 0.6219
H -2.85838 5.10970 -5.11974 0.0 -0.4 -0.3 0.3948
H -1.74859 4.67735 -6.53238 -0.5 0.1 0.1 0.3794
H -1.13485 5.35532 -5.03498 0.0 0.1 -0.1 0.4373
H -0.33203 4.05488 -3.48863 0.4 -0.5 0.2 0.6529
H -0.88756 2.37934 -3.10757 0.1 0.1 -0.3 -0.1393
H -2.88987 3.19751 -2.19878 -0.5 0.3 0.0 0.2218
H -2.63674 4.89747 -2.76363 0.0 0.0 0.2 0.3443
H -1.71963 4.14718 -1.41028 0.6 0.1 -0.4 0.4011
H -1.01450 2.31827 -6.83629 0.2 1.1 -0.2 0.5270
H -0.59879 1.56519 -5.39772 -0.1 -0.2 0.2 0.3846
H 0.74762 4.14757 -5.97720 0.6 0.2 0.5 0.3020
H 1.61549 2.63354 -6.21383 -1.2 -0.2 -2.0 0.5839
H 2.21122 1.02185 -4.76086 0.3 -0.1 0.0 0.3587
H 0.99081 1.47050 -3.49492 0.3 -1.2 0.4 -0.0718
H 2.68669 1.93168 -3.21646 0.1 -0.6 -0.2 0.2354
C -5.32650 -3.05859 2.29282 -0.7 0.4 -0.1 -1.2751
C -5.40081 -1.57431 1.97845 0.0 -0.1 -1.2 -0.1482
N -4.68264 -1.18371 0.68174 1.9 -0.4 -2.3 0.1764
C -3.45981 -2.13433 0.40774 -0.6 1.2 1.2 -1.1861
C -5.59663 -1.35655 -0.62282 -1.3 -1.1 1.9 -0.3916
C -5.01246 -1.19142 -1.97949 1.7 1.0 -0.6 -0.7895
C -4.24526 0.27763 0.68817 -1.7 0.8 2.0 -0.8398
C -3.39776 0.84160 1.91256 -0.1 -0.8 -0.7 -0.7476
O -4.07941 1.32900 3.09611 0.1 -0.1 -1.1 -0.4752
C -3.12547 1.75037 4.10580 -0.9 -0.8 0.1 -0.7436
H -4.32113 -3.35106 2.59580 -0.2 0.0 0.2 0.3391
H -5.66241 -3.72683 1.49990 -0.1 0.1 0.0 0.3230
H -6.01361 -3.11986 3.13675 0.1 -0.6 0.1 0.4453
H -4.99761 -1.08435 2.86472 0.3 0.7 -0.6 0.2093
H -6.38471 -1.15975 1.75895 -0.3 -0.4 0.6 0.4464
H -3.02285 -2.26788 1.39736 0.2 -0.3 -0.3 0.6227
H -2.70535 -1.65017 -0.21232 -0.4 0.1 -0.1 0.0821
H -3.82256 -3.07249 -0.01220 0.0 0.2 0.1 0.4226
H -6.48736 -0.73613 -0.52395 0.2 0.2 0.5 0.4872
H -5.95656 -2.38314 -0.55448 0.0 0.0 0.4 0.4386
H -3.92726 -1.13069 -1.89743 0.2 -0.2 -0.2 -0.0125
H -5.27493 -0.24561 -2.45351 -0.3 0.0 0.1 0.3106
H -5.22174 -1.99319 -2.68764 -0.2 -0.1 0.3 0.3607
H -5.20217 0.78394 0.81504 -0.2 0.2 -0.3 0.5405
H -3.88802 0.53586 -0.30872 0.6 -0.1 0.4 0.6208
H -2.86903 1.66209 1.42744 0.5 -0.2 0.3 0.6113
H -2.76136 0.00183 2.19163 0.7 0.4 0.1 0.2879
H -3.62787 2.31402 4.89192 -0.4 0.3 -0.5 0.3283
H -2.30293 2.34631 3.71034 0.0 -0.2 -0.1 0.2821
H -2.83210 0.85614 4.65569 0.8 -0.1 -0.3 0.3112
C 0.11827 -5.77531 -3.02595 0.1 0.7 -0.1 -1.2704
C 1.57572 -5.32104 -2.62502 -2.0 -1.3 1.0 -0.1403
N 1.58661 -4.09401 -1.65978 -0.4 2.6 -2.1 0.1467
C 1.34415 -2.85748 -2.54708 0.9 -0.4 -1.2 -1.1269
C 0.38474 -4.10032 -0.65343 2.9 -2.0 1.1 -0.6298
C 0.49507 -3.07830 0.50714 0.1 0.4 -2.2 -0.5963
C 3.05807 -3.92011 -1.12072 -1.2 -0.6 0.1 -0.5197
C 3.54546 -4.91318 -0.06017 0.1 -0.8 -1.2 -0.6729
O 3.78948 -6.18725 -0.62498 -1.9 1.3 -1.0 -0.3239
C 4.34815 -7.07183 0.28467 1.1 -1.0 -0.7 -0.8088
H -0.50808 -4.93327 -3.32048 0.0 0.3 0.2 0.3225
H -0.43537 -6.32905 -2.26769 0.4 0.1 0.2 0.3532
H 0.04243 -6.38640 -3.92534 0.8 -0.2 0.1 0.3977
H 2.15963 -5.18390 -3.53515 0.2 0.7 0.4 0.4103
H 2.02212 -6.11340 -2.02420 0.2 0.0 -0.2 0.2358
H 1.88147 -3.03076 -3.47947 0.5 0.0 0.1 0.4596
H 1.73317 -1.91890 -2.15231 -0.4 -0.2 0.5 0.4297
H 0.33055 -2.75320 -2.93419 -0.2 -0.2 0.9 0.3094
H 0.74213 -5.04787 -0.25030 -1.4 -0.6 0.6 0.5689
H -0.52728 -4.23856 -1.23413 0.2 0.5 0.3 0.5799
H 0.87137 -2.16339 0.04949 0.0 0.3 0.3 -0.1249
H 1.21020 -3.39201 1.26759 -0.4 -0.1 0.1 0.3815
H -0.49897 -2.79772 0.85533 0.3 -0.3 0.3 -0.0862
H 3.13605 -2.91333 -0.71035 -0.1 0.0 -0.2 0.4506
H 3.62307 -4.01191 -2.04833 0.3 0.1 0.2 0.4458
H 2.81664 -5.03985 0.74038 0.1 0.4 0.4 0.3356
H 4.53309 -4.59050 0.26927 -0.2 0.7 0.6 0.4630
H 3.95686 -6.97943 1.29782 0.1 -0.1 0.0 0.3420
H 5.42139 -6.91431 0.17774 0.3 -0.1 0.9 0.3128
H 4.16933 -8.05250 -0.15625 -0.1 -0.2 0.5 0.2680
B -0.41141 0.12259 -0.36430 0.2 4.0 -0.6 0.4692
F 0.87664 0.54271 -0.71342 0.6 -0.6 -0.3 -0.3399
F -0.91904 -0.77246 -1.21903 -0.7 -2.1 -1.7 -0.4216
F -0.52528 -0.20421 0.90622 0.4 -2.2 3.4 -0.3028
F -1.22435 1.29914 -0.40164 -0.8 1.0 -1.1 -0.2925

---

Number 1: frontier orbital gap 7.33 eV, E_LUMO -3.81 eV, highest occupied orbital energy -11.14 eV. Number 2: frontier orbital gap 6.35 eV, E_LUMO -3.04 eV, highest occupied orbital energy -9.39 eV. Number 3: frontier orbital gap 10.71 eV, E_LUMO 0.57 eV, highest occupied orbital energy -10.14 eV. Number 4: frontier orbital gap 10.32 eV, E_LUMO -5.38 eV, highest occupied orbital energy -15.69 eV.